{
  "formula": "C12H16F6N3O7PTa",
  "method": "the ωB97M-V functional and the def2-TZVPD basis",
  "species": ["O", "F", "H", "H", "F", "Ta", "C", "N", "F", "F", "F", "P", "H", "O", "C", "O", "C", "H", "O", "C", "C", "O", "C", "C", "H", "H", "H", "H", "H", "N", "O", "O", "C", "H", "H", "F", "C", "C", "H", "H", "H", "H", "C", "N", "C", "H"],
  "positions_angstrom": [[-1.275137, 2.541811, 2.744741], [-3.428503, 2.206407, -1.799352], [-2.107795, 4.144960, 4.378368], [-3.020223, -2.039886, 2.071163], [-2.183256, 4.025891, -1.895076], [-0.536198, 1.083309, 1.460369], [1.438116, -1.303952, -6.129208], [0.472106, 0.933544, 3.473830], [-3.914990, 3.943847, -0.170670], [-2.796408, 1.826281, 0.254537], [-1.551883, 3.551179, 0.148412], [-2.783526, 3.159597, -0.782182], [-3.413944, -0.641106, 3.136421], [0.851512, -0.479744, 1.499798], [-0.940678, 2.683982, 3.959065], [0.692408, -1.600940, -2.609824], [1.208860, -1.961495, -4.790348], [-1.798020, -1.436850, 3.226624], [2.379540, 0.885622, -6.052009], [1.434788, 0.030349, 3.685887], [0.682049, 1.729720, 5.717590], [-2.101192, -0.231399, 1.547914], [1.312458, -3.454073, -4.767756], [0.112652, 1.769031, 4.458877], [1.669189, -2.861792, -7.554922], [2.843679, -0.815925, 5.098076], [0.797289, -2.567706, -2.605810], [1.395439, -1.270312, -8.291512], [0.046989, -2.125112, -7.502915], [1.930862, -0.159197, -6.091034], [2.531659, -1.646098, 2.239837], [-1.427970, 3.540489, 4.750138], [2.065752, -0.083253, 4.917578], [1.411053, -3.856474, -3.760332], [2.193953, -3.782293, -5.318721], [-0.223127, 1.101972, -0.348198], [1.118453, -1.925010, -7.469137], [1.643885, -0.752553, 2.434022], [0.368276, 2.413856, 6.497732], [0.433981, -3.909121, -5.229370], [3.140865, -1.846968, 2.973804], [2.154022, 0.711669, 6.913816], [-2.636030, -1.167952, 2.592137], [0.943131, -1.125292, -3.864603], [1.678368, 0.777170, 5.941719], [-2.812463, -0.016180, 0.910530]],
  "forces_ev_per_a": [[-0.0758, 0.0589, -0.1355], [0.0494, -0.1050, 0.0007], [-0.0048, 0.0046, -0.0078], [0.0023, 0.0049, -0.0054], [-0.0982, 0.0917, 0.0371], [-0.7760, -0.2002, 0.1061], [-0.0060, -0.0001, 0.0744], [-0.0742, 0.0366, -0.0774], [0.0329, -0.0423, 0.0064], [0.0963, -0.1429, 0.1862], [0.3262, 0.0997, -0.0507], [-0.0267, 0.1889, -0.1291], [0.0008, 0.0072, -0.0035], [0.1665, 0.2112, -0.0696], [0.0441, 0.1315, 0.0533], [0.1192, -0.0523, -0.2785], [-0.0046, 0.0214, -0.0307], [0.0124, 0.0101, -0.0051], [-0.0198, 0.0000, -0.0045], [0.0134, 0.0414, 0.0917], [-0.0630, 0.0663, -0.0733], [-0.0937, 0.0616, 0.1526], [-0.0138, -0.0034, -0.0017], [0.1083, -0.0761, 0.0916], [0.0045, 0.0035, 0.0011], [0.0013, 0.0015, -0.0020], [-0.0418, 0.0045, 0.0336], [-0.0035, 0.0038, 0.0012], [0.0024, -0.0057, 0.0042], [0.0305, -0.0056, -0.0288], [-0.0758, -0.0252, -0.0114], [0.0088, -0.0392, -0.0418], [0.0331, 0.0121, -0.0556], [0.0078, -0.0054, -0.0049], [-0.0024, -0.0013, 0.0004], [0.2466, -0.0148, 0.1475], [0.0052, 0.0060, -0.0225], [-0.0517, -0.0389, -0.0167], [-0.0036, 0.0038, -0.0054], [-0.0007, -0.0029, 0.0039], [-0.0001, 0.0014, 0.0022], [-0.0004, -0.0077, -0.0044], [0.1079, -0.2032, -0.0696], [-0.0110, -0.0656, -0.0168], [0.0639, -0.0346, 0.0746], [-0.0361, -0.0001, 0.0840]],
  "mulliken_spin": [0.00, 0.00, 0.00, 0.00, 0.00, 0.93, 0.00, -0.03, 0.00, 0.00, 0.00, 0.00, 0.00, -0.04, 0.00, 0.00, 0.00, -0.01, 0.00, -0.01, -0.01, 0.01, 0.00, 0.02, 0.00, 0.00, 0.00, 0.00, 0.00, 0.00, 0.03, 0.00, 0.00, 0.00, 0.00, 0.01, 0.00, 0.05, 0.00, 0.00, 0.00, 0.00, 0.01, 0.00, 0.02, 0.00],
  "max_force_ev_per_a": 0.81,
  "de_lowest_kcal_mol": 48.3,
  "charge": 4,
  "spin_multiplicity": 2
}



{
  "formula": "C12H16F6N3O7S2Tl",
  "method": "the ωB97M-V functional and the def2-TZVPD basis",
  "species": ["H", "C", "N", "S", "F", "H", "H", "F", "H", "H", "F", "H", "H", "H", "C", "C", "C", "C", "O", "O", "H", "H", "N", "C", "H", "O", "S", "H", "O", "C", "O", "H", "H", "C", "N", "C", "C", "H", "C", "F", "H", "F", "O", "C", "O", "F", "Tl"],
  "positions_angstrom": [[12.485352, 13.013226, 7.648850], [11.431261, 16.204860, 5.662225], [12.621587, 13.922817, 8.158400], [11.134334, 8.156813, 6.144792], [12.848163, 6.200840, 5.831909], [10.433769, 13.270190, 6.981388], [6.597600, 8.473221, 6.741892], [12.839726, 7.569522, 4.220562], [8.324227, 9.046622, 6.664206], [5.257779, 10.492914, 6.788146], [13.905651, 12.156537, 5.091645], [7.735960, 14.661523, 6.319128], [5.464601, 12.902360, 6.944070], [5.903039, 14.796586, 6.006621], [12.058009, 6.966338, 5.101425], [6.894065, 14.492634, 5.622869], [5.825342, 11.010808, 6.012608], [12.238294, 15.139400, 7.794934], [11.505255, 11.365262, 6.051806], [13.259993, 11.029134, 7.723059], [12.069466, 17.068336, 5.912514], [7.215011, 9.877223, 7.659873], [9.846285, 13.972451, 5.106649], [10.705221, 16.096091, 4.477186], [9.356500, 14.951936, 3.253795], [12.457045, 16.178530, 8.415411], [12.600727, 10.556622, 6.552626], [7.086314, 15.003222, 4.675460], [10.599954, 7.458622, 7.279178], [13.793290, 10.827889, 5.160691], [6.942628, 10.229905, 5.697802], [10.583953, 16.919375, 3.764550], [7.071389, 12.310425, 7.249310], [7.266343, 9.350256, 6.715588], [12.378639, 8.998919, 6.597139], [9.925396, 14.986417, 4.213670], [6.289949, 12.391232, 6.454801], [13.227731, 13.852396, 8.936901], [11.390354, 15.127536, 6.501002], [11.214593, 6.169816, 4.420994], [5.195338, 11.064130, 5.130956], [14.989810, 10.273268, 5.347133], [6.777853, 13.111848, 5.352704], [10.521940, 14.090909, 6.239650], [10.167096, 8.783187, 5.251511], [13.345467, 10.375932, 3.974249], [9.053994, 11.272538, 4.364828]],
  "forces_ev_per_a": [[0.1719, 1.7400, 0.5381], [0.4036, 0.4968, -0.8560], [0.1042, -2.1381, -0.5236], [-0.5693, 0.2410, 0.5211], [-0.0320, -0.2562, 0.6285], [-0.0977, 0.5974, -0.7064], [0.2603, 0.2415, -0.0656], [-0.1115, 0.6328, -0.3567], [-0.5793, -0.1499, -0.4737], [-0.1304, 0.2999, 0.1471], [0.3990, 0.0731, -0.2180], [-0.6063, 0.2583, -0.1117], [-0.3676, 0.3295, -0.1022], [0.5970, 0.4396, 0.1246], [0.0801, -1.0352, -0.6319], [-0.3197, -0.0924, 0.1288], [-0.0468, 0.5325, 0.1662], [-1.2736, 1.1650, -0.7602], [-0.5154, -0.3352, 0.2754], [0.2557, 0.1138, 0.3874], [-0.4933, -0.4698, -0.2005], [-0.2751, 0.0366, 0.5719], [-0.5119, 0.2452, -0.8284], [-0.7176, 1.0695, -0.5010], [0.4230, -0.3374, 0.9949], [0.0699, -0.9223, -0.7047], [-0.2316, -1.1495, -1.2858], [0.0295, -0.0875, 0.2177], [0.0137, -0.1246, -0.6326], [0.2137, -0.3074, -0.2966], [0.4651, -0.0318, -1.3510], [0.5507, -0.1916, 0.3163], [-0.2519, -0.1445, -0.4373], [1.0002, -0.9750, 1.2864], [0.1432, 1.3525, -0.0121], [0.2285, -0.4557, 0.3765], [0.0451, -0.4087, 0.7561], [0.4849, -0.0261, 0.8219], [0.6950, 0.4061, 1.8291], [-0.0835, 0.3065, 0.3043], [-0.1034, 0.2574, -0.1917], [-0.2004, 0.2357, 0.2929], [0.0262, -0.6001, -0.4468], [0.1717, -1.1544, 0.1927], [0.7027, -0.0036, 0.2039], [-0.2494, 0.2262, 0.5909], [0.2328, 0.0999, 0.0220]],
  "nbo_charge": [0.43, -0.12, -0.81, 2.26, -0.30, 0.22, 0.18, -0.31, 0.23, 0.19, -0.32, 0.18, 0.18, 0.17, 0.72, -0.24, -0.09, 0.66, -1.00, -0.92, 0.25, 0.16, -0.50, -0.25, 0.20, -0.62, 2.28, 0.19, -0.90, 0.72, -0.58, 0.22, 0.17, -0.27, -1.23, 0.02, -0.09, 0.41, -0.16, -0.31, 0.20, -0.30, -0.56, 0.05, -0.99, -0.31, 0.89],
  "max_force_ev_per_a": 2.20,
  "de_lowest_kcal_mol": 0.0
}



{
  "formula": "C12H16N",
  "method": "the ωB97M-V functional and the def2-TZVPD basis",
  "species": ["H", "C", "C", "H", "C", "H", "H", "C", "H", "H", "C", "C", "H", "C", "H", "H", "H", "C", "H", "H", "N", "H", "H", "C", "C", "H", "C", "C", "H"],
  "positions_angstrom": [[2.872168, 1.377542, 0.706863], [-0.095889, 0.146524, -0.061645], [-0.916678, 1.108199, 0.503593], [-4.705477, -0.379058, 1.341967], [-0.752685, -1.026828, -0.551409], [4.218567, -1.353733, -0.427262], [-0.057493, -1.666080, -1.080510], [1.874551, 1.557066, 0.620303], [-4.379808, -1.862486, 0.474836], [1.483788, -0.676501, -2.019937], [-2.125396, -1.238647, -0.454392], [3.104171, -0.808958, 1.528576], [0.884217, 1.115245, -2.322835], [3.553543, -1.265609, 0.411651], [-0.429454, 2.004293, 0.846738], [1.620279, 2.420785, 0.045682], [1.352965, -1.688959, 0.345129], [1.344907, 0.395703, -0.294026], [-3.010523, 1.449038, 1.110918], [3.067221, -0.795659, 2.567087], [2.093858, -0.931222, 0.417746], [1.400672, 1.603769, 1.658995], [-4.891862, -0.665206, -0.337738], [-4.321006, -0.844700, 0.474483], [-2.895650, -0.336079, 0.229952], [2.656783, 0.607459, -2.008615], [1.583809, 0.374989, -1.797059], [-2.290190, 0.819694, 0.706281], [-2.720773, -2.031671, -0.728772]],
  "forces_ev_per_a": [[3.0205, 0.3617, 0.2029], [-2.5569, -1.0800, -0.1525], [-0.9109, -0.6310, 0.6106], [-0.7925, 0.1943, 0.8794], [0.9586, 0.6416, -0.3239], [0.2977, -0.4962, 0.2291], [-0.5524, -0.7359, -0.2354], [-3.4028, -1.0904, -0.5414], [0.3722, -2.9040, 0.8976], [-0.5606, -0.0704, -0.9921], [2.2778, 1.3575, 0.7226], [-0.4526, -1.7344, -2.3158], [1.0244, -1.4532, 0.6699], [-0.9707, 1.4683, -0.2110], [-0.6134, 0.3767, 0.1582], [0.3428, 1.0692, 0.0709], [1.4977, 0.5165, 0.6983], [0.5749, -0.1413, 2.6057], [-0.4645, 1.7955, 1.1541], [-0.0488, 0.5374, 1.4869], [-1.3990, 0.2734, -1.0401], [0.5628, -0.2690, -1.5777], [-2.1467, 1.4703, -2.6835], [2.6737, 2.7475, 1.1849], [0.0007, -0.5457, 0.5035], [-0.8009, 0.1641, -0.0906], [1.5220, 1.1494, 0.5200], [0.5921, -0.6303, -1.1333], [-0.0454, -2.3416, -1.2976]],
  "nbo_charge": [0.21, -0.15, -0.12, 0.23, -0.22, 0.28, 0.19, -0.64, 0.22, 0.22, -0.19, 0.04, 0.27, 0.03, 0.21, 0.25, 0.44, 0.22, 0.22, 0.27, -0.45, 0.24, 0.23, -0.63, 0.04, 0.22, -0.64, -0.22, 0.22],
  "max_force_ev_per_a": 4.01,
  "de_lowest_kcal_mol": 81.9,
  "charge": 1,
  "smiles": "Cc1ccc(C(C)(C)[NH+]2C=C2)cc1"
}